[1]
A structure of composition C14H9Co2O7. Source: the Open Molecules 2025 dataset; level of theory: the ωB97M-V functional and the def2-TZVPD basis.

Output
DFT total energy	-3831.04422	hartree
HOMO level	-0.147	Ha
net charge	-1

The geometry in XYZ format:
```
32
Properties=species:S:1:pos:R:3:forces:R:3
C -5.48726 -0.90983 1.86649 -1.0561 0.1931 0.0183
C -4.04863 -1.09675 1.86403 2.0076 -0.8778 0.1338
C -3.26459 -2.19565 2.15893 -0.7134 1.2121 -0.1894
C -1.91117 -1.75595 2.06505 -0.0070 1.0500 -0.5788
C -1.94575 -0.43337 1.66213 -0.4580 -1.2391 1.6042
O -3.24986 -0.01091 1.56853 0.2351 -0.8780 0.2398
H -5.96842 -1.89208 1.86497 -0.0149 0.1689 -0.0316
H -5.81640 -0.37922 2.77026 -0.0420 0.0115 -0.2063
H -5.81988 -0.34847 0.98699 -0.0385 -0.0670 0.1439
H -3.62323 -3.18346 2.43031 0.0418 0.2731 -0.0965
H -1.03607 -2.37884 2.19364 -0.0570 0.2764 0.0204
H -1.14662 0.28660 1.55341 -0.4708 -0.0209 -0.1746
O 4.79940 -1.80948 0.24811 -0.2173 0.8303 -0.2964
C 4.34521 -0.88304 -0.26913 -0.4471 -0.9428 -0.1469
Co 3.68224 0.54917 -1.03316 0.7392 -0.2865 0.8694
C 3.48318 1.50328 0.44066 -0.1092 1.1094 1.6710
O 3.44941 2.12228 1.41635 0.0312 -0.6303 -0.9314
C 5.24529 0.95105 -1.74123 0.4245 0.5481 -1.3967
O 6.26340 1.24660 -2.19880 -0.4319 -0.2470 0.5536
C 2.05817 -0.42575 -1.58877 1.2235 -2.4012 0.5517
C 0.80550 -0.23873 -1.03579 -0.8899 -2.9568 1.2445
C -0.25389 -0.78972 -0.41795 0.8814 0.1415 -1.2461
Co 1.43033 1.24519 -1.82068 0.2853 4.8485 -1.9122
C 0.88412 2.28343 -0.50519 -0.6551 1.3559 1.6979
O 0.49091 2.94409 0.35821 0.3392 -0.8139 -0.9943
C 0.17383 1.67476 -2.99714 -0.2354 -0.3633 -1.5429
O -0.67706 1.91889 -3.74067 0.7018 -0.0990 1.0144
C 2.86459 2.25998 -2.41690 -0.7242 0.2464 -0.8974
O 3.36266 3.13802 -2.99454 0.0558 -0.8535 0.7844
H 2.29667 -1.29417 -2.21197 -0.4303 0.2803 0.0323
H -1.24584 -0.42032 -0.68411 0.2051 0.0204 0.6161
H -0.14025 -1.67762 0.20796 -0.1731 0.1110 -0.5541
```
Forces are in eV/Å.

Atomic partial charges in e from the natural (NBO) method, atoms 1 to 8:
1. C -0.6501
2. C 0.2611
3. C -0.3244
4. C -0.3247
5. C 0.1134
6. O -0.4222
7. H 0.2213
8. H 0.2146

[2]
A structure of composition C15H10Cl2N2O4STl. Source: the Open Molecules 2025 dataset; level of theory: the ωB97M-V functional and the def2-TZVPD basis.

Output
ΔE to the lowest compared entry with this formula, charge and spin	21.1	kJ/mol
DFT total energy	-2479.24213	hartree
HOMO level	-0.186	Ha
net charge	-1

The geometry in XYZ format:
```
35
Properties=species:S:1:pos:R:3:forces:R:3
Tl -1.40666 0.29620 1.10053 -0.2979 0.3133 -0.3162
Cl -2.15597 -2.90466 5.17542 0.1571 0.0664 -0.1434
C -0.65124 -2.60364 4.36874 1.0053 0.5077 -0.5875
C 0.56226 -2.87705 5.02473 0.3309 -0.0404 -0.6765
C 1.76199 -2.60298 4.38629 -0.8869 -0.0719 -0.1018
Cl 3.16922 -2.95989 5.28341 1.1740 -0.1528 0.3191
C 1.84654 -2.07294 3.05954 -0.3224 -0.3089 0.6977
C 3.02169 -1.82667 2.32979 0.5954 -0.0253 -0.1814
C 2.99805 -1.28244 1.05748 0.2535 -0.2260 1.2098
C 1.75865 -1.01529 0.52111 -1.4810 0.5235 -0.9587
N 0.62414 -1.27585 1.16827 0.1209 0.7555 -0.5740
C 0.62943 -1.75000 2.42831 0.1984 -0.6129 0.1283
C -0.64222 -1.93870 3.10969 -1.0966 0.0052 0.9458
O -1.73265 -1.45267 2.63640 0.1447 -0.2027 -0.4521
H 0.60343 -3.32978 6.02607 -0.2092 0.3259 -0.5600
H 3.96307 -2.08330 2.79210 0.1395 0.0770 0.0655
H 3.88809 -0.98585 0.52585 0.1529 -0.2381 -0.0021
H 1.66924 -0.52888 -0.48578 -0.0444 -0.5831 0.9941
N -2.59263 -0.46564 -1.71692 -0.7932 -1.3155 0.9395
C -2.00362 0.63219 -2.28890 0.6712 3.0063 -1.0857
C -2.60637 1.94854 -2.30139 0.7698 -1.1243 -0.3013
C -1.95521 3.04765 -2.88036 0.9377 -1.2806 -0.2203
C -0.64730 2.86079 -3.39741 -0.8580 0.0644 0.7153
C 0.01977 1.59663 -3.33978 -1.9550 1.2726 0.2310
C -0.70014 0.50956 -2.84097 -0.4645 0.5878 0.2173
S 0.21873 4.26577 -4.08989 1.8459 -2.5370 -2.5275
O -0.25195 5.49742 -3.51375 -0.4386 0.2621 0.3041
O 1.57624 3.82745 -3.73244 0.0291 1.1166 0.2771
O 0.01612 4.09238 -5.55822 -0.3917 0.7661 1.6346
H -3.60698 -0.48399 -1.51876 1.2530 -0.0944 -0.5065
H -2.10350 -1.34718 -1.90372 -0.8582 0.5251 0.1605
H -3.59905 2.13225 -1.91452 -0.1711 -0.3665 0.2115
H -2.47312 4.02076 -2.92803 0.6012 -0.5599 0.0056
H 1.04365 1.52194 -3.68771 -0.2253 0.0154 -0.0394
H -0.24169 -0.46213 -2.89517 0.1135 -0.4505 0.1774
```
Forces are in eV/Å.

Atomic partial charges in e from the natural (NBO) method, atoms 1 to 8:
1. Tl 0.8506
2. Cl 0.0018
3. C -0.1575
4. C -0.1915
5. C -0.1188
6. Cl -0.0138
7. C -0.1179
8. C -0.1195

[3]
A structure of composition C15H10Cl2NdO4. Source: the Open Molecules 2025 dataset; level of theory: the ωB97M-V functional and the def2-TZVPD basis.

Output
ΔE to the lowest compared entry with this formula, charge and spin	38.6	kJ/mol
DFT total energy	-2360.23442	hartree
HOMO level (spin up / spin down)	-0.427 / -0.428	Ha
net charge	+1
spin multiplicity	4

The geometry in XYZ format:
```
32
Properties=species:S:1:pos:R:3:forces:R:3
Nd 2.90073 -10.03060 -9.90892 -0.4155 0.1631 0.1233
C -0.43681 -6.88539 -8.66520 0.5442 -1.8320 0.1460
C 0.17022 -8.02406 -9.46144 0.2287 0.7930 -0.6372
O 1.38356 -8.27429 -9.23401 -1.0419 -0.3745 -0.1492
C -0.63433 -8.67261 -10.55594 0.7844 0.0993 0.7718
C -1.90341 -8.23989 -11.00343 1.2152 -0.9117 -0.5764
C -2.52913 -8.83810 -12.08715 -0.8955 1.0854 1.2374
C -1.98213 -9.94014 -12.70806 0.3951 -0.3034 -0.6721
C -0.73788 -10.34714 -12.32665 0.1501 -0.3728 0.5442
C -0.07732 -9.71982 -11.27870 2.3371 -0.7819 -0.8061
O 1.23665 -10.11173 -11.14788 -1.1009 0.1503 0.4266
H -0.35420 -5.99619 -9.23252 -0.0489 1.0290 -0.6405
H 0.08182 -6.77001 -7.72166 0.1868 0.0169 0.0297
H -1.45062 -7.14230 -8.48012 -1.0479 0.2002 0.2033
H -2.25448 -7.35226 -10.57983 -1.0331 1.0579 0.6032
H -3.49228 -8.42091 -12.34724 0.0096 -0.1581 -0.3429
H -2.40800 -10.44885 -13.56350 -0.4553 0.2022 0.1331
H -0.22272 -11.17593 -12.78145 0.0170 -0.0547 -0.2462
Cl 3.88522 -17.50065 -11.00234 -0.1192 0.5042 0.1469
C 3.51149 -15.86207 -10.46395 -0.6030 -3.4750 0.3213
C 2.68961 -15.72673 -9.37193 -0.5386 0.7998 1.8869
C 2.48182 -14.44738 -8.81721 -0.2911 -1.0314 -0.7884
Cl 1.46654 -14.45182 -7.39549 0.5027 0.7892 -0.4365
C 3.00222 -13.31936 -9.52046 0.0620 0.8067 0.0198
O 2.94553 -12.05654 -9.17271 -1.1485 -0.3132 1.4371
C 3.71659 -13.52902 -10.72722 0.2437 -0.4100 0.6214
C 4.39725 -12.48420 -11.41374 0.0974 0.8946 0.0175
O 4.36613 -11.23761 -11.18896 0.2391 -1.4011 -0.6169
C 4.00072 -14.83880 -11.12319 0.3198 2.0521 -0.6773
H 2.27093 -16.61636 -8.84950 0.3610 0.8528 -0.5607
H 5.04634 -12.82885 -12.22661 0.0078 0.1414 -0.0247
H 4.61836 -15.01079 -11.93933 1.0373 -0.2183 -1.4945
```
Forces are in eV/Å.

Atomic partial charges in e from the Mulliken method, atoms 1 to 8:
1. Nd 1.8881
2. C -1.4344
3. C 1.1121
4. O -0.7435
5. C 0.0117
6. C -0.6682
7. C -0.7620
8. C -0.4375

[4]
An isolated molecule of C15H10Cl4N2O2. Source: the Open Molecules 2025 dataset; level of theory: the ωB97M-V functional and the def2-TZVPD basis.

Output
DFT total energy	-2678.43878	hartree
HOMO level	-0.320	Ha
structure (SMILES)	O=C(CC(=O)Nc1ccc(Cl)cc1Cl)Nc1ccc(Cl)cc1Cl

The geometry in XYZ format:
```
33
Properties=species:S:1:pos:R:3:forces:R:3
O -4.73066 -0.99440 -0.35639 -0.2306 -0.1655 -0.1374
C -3.57225 -0.77959 -0.10201 0.3120 -0.2055 -0.0425
N -3.18451 0.39399 0.47697 -0.3814 0.5894 0.2060
C -1.89244 0.79738 0.83410 0.3142 0.1638 0.1823
C -1.14341 0.07691 1.76016 -0.0988 0.3051 -0.0228
C 0.14435 0.45520 2.08934 0.0853 0.1181 -0.0354
C 0.69673 1.57662 1.49004 -0.3791 -0.0851 -0.0381
C -0.04236 2.34270 0.60206 -0.0260 -0.0158 0.1066
C -1.33299 1.95653 0.28499 0.1121 -0.3107 0.1781
Cl -2.25501 2.89179 -0.82515 -0.0370 0.1191 -0.1121
H 0.38490 3.22375 0.15176 0.0427 0.0772 -0.0570
Cl 2.32185 2.02212 1.84029 0.2265 0.1257 0.1067
H 0.71642 -0.11483 2.80306 0.0890 -0.0574 0.0605
H -1.58496 -0.78724 2.23164 -0.0838 -0.0850 0.0622
H -3.88182 1.12853 0.42438 0.0043 -0.2237 0.0103
C -2.46006 -1.78320 -0.41068 -0.2544 0.1155 -0.2235
C -1.27274 -1.09218 -1.06351 0.1648 -0.4688 0.1125
O -1.40157 -0.28315 -1.95139 -0.1887 0.1238 -0.1576
N -0.06767 -1.48117 -0.54902 0.1735 -0.5056 0.1108
C 1.17728 -0.89205 -0.74575 0.2607 0.1013 -0.0813
C 1.41701 0.10741 -1.68536 -0.0976 -0.0100 -0.0734
C 2.66483 0.68919 -1.79955 0.1791 -0.0854 0.1667
C 3.70040 0.27307 -0.97815 -0.3046 -0.2236 0.0467
C 3.49552 -0.72838 -0.04075 0.0272 0.1328 -0.1784
C 2.24206 -1.29692 0.06727 -0.0223 0.1709 -0.2022
Cl 1.99077 -2.53490 1.25680 0.0222 -0.1425 0.1391
H 4.30010 -1.05173 0.60013 0.0372 -0.0338 0.0607
Cl 5.25702 0.99947 -1.10834 0.2329 0.1239 -0.0100
H 2.83313 1.46639 -2.52730 0.0296 0.0770 -0.0717
H 0.60731 0.42855 -2.31874 -0.0051 0.0085 -0.0185
H -0.06000 -2.19148 0.17409 -0.2323 0.2198 -0.1882
H -2.88726 -2.49698 -1.11917 0.0363 0.0785 0.0903
H -2.17996 -2.32140 0.49415 -0.0080 -0.0321 0.0104
```
Forces are in eV/Å.

Atomic partial charges in e from the natural (NBO) method, atoms 1 to 8:
1. O -0.5768
2. C 0.7070
3. N -0.6477
4. C 0.1764
5. C -0.2303
6. C -0.2319
7. C -0.0324
8. C -0.2440

Look up the DFT total energy of the fourth one. -2678.43878 hartree

Repeat the second record exactly.
A structure of composition C15H10Cl2N2O4STl. Source: the Open Molecules 2025 dataset; level of theory: the ωB97M-V functional and the def2-TZVPD basis.

Output
ΔE to the lowest compared entry with this formula, charge and spin	21.1	kJ/mol
DFT total energy	-2479.24213	hartree
HOMO level	-0.186	Ha
net charge	-1

The geometry in XYZ format:
```
35
Properties=species:S:1:pos:R:3:forces:R:3
Tl -1.40666 0.29620 1.10053 -0.2979 0.3133 -0.3162
Cl -2.15597 -2.90466 5.17542 0.1571 0.0664 -0.1434
C -0.65124 -2.60364 4.36874 1.0053 0.5077 -0.5875
C 0.56226 -2.87705 5.02473 0.3309 -0.0404 -0.6765
C 1.76199 -2.60298 4.38629 -0.8869 -0.0719 -0.1018
Cl 3.16922 -2.95989 5.28341 1.1740 -0.1528 0.3191
C 1.84654 -2.07294 3.05954 -0.3224 -0.3089 0.6977
C 3.02169 -1.82667 2.32979 0.5954 -0.0253 -0.1814
C 2.99805 -1.28244 1.05748 0.2535 -0.2260 1.2098
C 1.75865 -1.01529 0.52111 -1.4810 0.5235 -0.9587
N 0.62414 -1.27585 1.16827 0.1209 0.7555 -0.5740
C 0.62943 -1.75000 2.42831 0.1984 -0.6129 0.1283
C -0.64222 -1.93870 3.10969 -1.0966 0.0052 0.9458
O -1.73265 -1.45267 2.63640 0.1447 -0.2027 -0.4521
H 0.60343 -3.32978 6.02607 -0.2092 0.3259 -0.5600
H 3.96307 -2.08330 2.79210 0.1395 0.0770 0.0655
H 3.88809 -0.98585 0.52585 0.1529 -0.2381 -0.0021
H 1.66924 -0.52888 -0.48578 -0.0444 -0.5831 0.9941
N -2.59263 -0.46564 -1.71692 -0.7932 -1.3155 0.9395
C -2.00362 0.63219 -2.28890 0.6712 3.0063 -1.0857
C -2.60637 1.94854 -2.30139 0.7698 -1.1243 -0.3013
C -1.95521 3.04765 -2.88036 0.9377 -1.2806 -0.2203
C -0.64730 2.86079 -3.39741 -0.8580 0.0644 0.7153
C 0.01977 1.59663 -3.33978 -1.9550 1.2726 0.2310
C -0.70014 0.50956 -2.84097 -0.4645 0.5878 0.2173
S 0.21873 4.26577 -4.08989 1.8459 -2.5370 -2.5275
O -0.25195 5.49742 -3.51375 -0.4386 0.2621 0.3041
O 1.57624 3.82745 -3.73244 0.0291 1.1166 0.2771
O 0.01612 4.09238 -5.55822 -0.3917 0.7661 1.6346
H -3.60698 -0.48399 -1.51876 1.2530 -0.0944 -0.5065
H -2.10350 -1.34718 -1.90372 -0.8582 0.5251 0.1605
H -3.59905 2.13225 -1.91452 -0.1711 -0.3665 0.2115
H -2.47312 4.02076 -2.92803 0.6012 -0.5599 0.0056
H 1.04365 1.52194 -3.68771 -0.2253 0.0154 -0.0394
H -0.24169 -0.46213 -2.89517 0.1135 -0.4505 0.1774
```
Forces are in eV/Å.

Atomic partial charges in e from the natural (NBO) method, atoms 1 to 8:
1. Tl 0.8506
2. Cl 0.0018
3. C -0.1575
4. C -0.1915
5. C -0.1188
6. Cl -0.0138
7. C -0.1179
8. C -0.1195

Which formula does entry 4 have? C15H10Cl4N2O2

Copy entry 1 word for word.
A structure of composition C14H9Co2O7. Source: the Open Molecules 2025 dataset; level of theory: the ωB97M-V functional and the def2-TZVPD basis.

Output
DFT total energy	-3831.04422	hartree
HOMO level	-0.147	Ha
net charge	-1

The geometry in XYZ format:
```
32
Properties=species:S:1:pos:R:3:forces:R:3
C -5.48726 -0.90983 1.86649 -1.0561 0.1931 0.0183
C -4.04863 -1.09675 1.86403 2.0076 -0.8778 0.1338
C -3.26459 -2.19565 2.15893 -0.7134 1.2121 -0.1894
C -1.91117 -1.75595 2.06505 -0.0070 1.0500 -0.5788
C -1.94575 -0.43337 1.66213 -0.4580 -1.2391 1.6042
O -3.24986 -0.01091 1.56853 0.2351 -0.8780 0.2398
H -5.96842 -1.89208 1.86497 -0.0149 0.1689 -0.0316
H -5.81640 -0.37922 2.77026 -0.0420 0.0115 -0.2063
H -5.81988 -0.34847 0.98699 -0.0385 -0.0670 0.1439
H -3.62323 -3.18346 2.43031 0.0418 0.2731 -0.0965
H -1.03607 -2.37884 2.19364 -0.0570 0.2764 0.0204
H -1.14662 0.28660 1.55341 -0.4708 -0.0209 -0.1746
O 4.79940 -1.80948 0.24811 -0.2173 0.8303 -0.2964
C 4.34521 -0.88304 -0.26913 -0.4471 -0.9428 -0.1469
Co 3.68224 0.54917 -1.03316 0.7392 -0.2865 0.8694
C 3.48318 1.50328 0.44066 -0.1092 1.1094 1.6710
O 3.44941 2.12228 1.41635 0.0312 -0.6303 -0.9314
C 5.24529 0.95105 -1.74123 0.4245 0.5481 -1.3967
O 6.26340 1.24660 -2.19880 -0.4319 -0.2470 0.5536
C 2.05817 -0.42575 -1.58877 1.2235 -2.4012 0.5517
C 0.80550 -0.23873 -1.03579 -0.8899 -2.9568 1.2445
C -0.25389 -0.78972 -0.41795 0.8814 0.1415 -1.2461
Co 1.43033 1.24519 -1.82068 0.2853 4.8485 -1.9122
C 0.88412 2.28343 -0.50519 -0.6551 1.3559 1.6979
O 0.49091 2.94409 0.35821 0.3392 -0.8139 -0.9943
C 0.17383 1.67476 -2.99714 -0.2354 -0.3633 -1.5429
O -0.67706 1.91889 -3.74067 0.7018 -0.0990 1.0144
C 2.86459 2.25998 -2.41690 -0.7242 0.2464 -0.8974
O 3.36266 3.13802 -2.99454 0.0558 -0.8535 0.7844
H 2.29667 -1.29417 -2.21197 -0.4303 0.2803 0.0323
H -1.24584 -0.42032 -0.68411 0.2051 0.0204 0.6161
H -0.14025 -1.67762 0.20796 -0.1731 0.1110 -0.5541
```
Forces are in eV/Å.

Atomic partial charges in e from the natural (NBO) method, atoms 1 to 8:
1. C -0.6501
2. C 0.2611
3. C -0.3244
4. C -0.3247
5. C 0.1134
6. O -0.4222
7. H 0.2213
8. H 0.2146